1.
Computed, not measured: a single C4H11N3O molecule in a non-equilibrium geometry, with ωB97M-V/def2-TZVPD.

```
19
Properties=species:S:1:pos:R:3:forces:R:3
C 1.61351 1.56470 -0.35404 -0.1 0.2 -0.3
O 1.37437 0.37280 0.33818 -0.2 -1.4 -0.4
C 0.77153 -0.71331 -0.49605 0.6 0.5 0.9
C 0.92816 -1.98854 0.32611 0.2 0.4 -0.2
N -0.56439 -0.44010 -0.86860 -0.5 0.6 -0.2
C -1.40863 0.07171 -0.04591 0.2 -0.6 -0.4
N -2.66722 0.34026 -0.52888 -0.5 0.1 0.1
N -1.24589 0.27266 1.29709 0.2 0.1 0.2
H 0.67892 2.04661 -0.67220 0.1 0.0 0.0
H 2.15313 2.23171 0.32048 -0.1 0.0 -0.1
H 2.22603 1.39908 -1.25152 0.0 0.0 0.1
H 1.35026 -0.79256 -1.43074 0.1 0.2 0.3
H 1.98095 -2.16721 0.52659 0.1 -0.1 0.0
H 0.51708 -2.82608 -0.23180 -0.1 0.0 0.0
H 0.40710 -1.88252 1.27323 -0.1 -0.1 0.1
H -2.72874 0.30057 -1.53304 0.0 0.0 0.1
H -3.19499 1.07643 -0.08845 0.0 -0.1 -0.1
H -0.29208 0.28068 1.62482 0.0 0.2 -0.1
H -1.89911 0.85312 1.79474 0.0 0.0 -0.1
```
Forces are in eV/Å.

Calculated values
**Lowest unoccupied orbital energy**: 0.89 eV
**Highest occupied orbital energy**: -0.3146 Ha
**ΔE to the lowest compared entry with this formula, charge and spin**: 23.4 kcal per mole
**Structure (SMILES)**: CO[C@@H](C)N=C(N)N

Here are the natural (NBO) charges for atoms 1 to 2, given in e: C -0.2452; O -0.5865

2.
Computed, not measured: a single C4H11N3O molecule in a non-equilibrium geometry, with ωB97M-V/def2-TZVPD.

```
19
Properties=species:S:1:pos:R:3:forces:R:3
C -1.11847 1.68462 -0.26599 0.1 -0.1 0.0
C -1.03253 -0.40243 -1.71734 0.1 0.0 0.0
C -0.47642 0.31966 -0.49759 -0.3 -0.2 0.4
O 0.91818 0.40662 -0.52234 0.0 -0.6 0.8
H -0.78886 0.17240 -2.61188 0.0 0.0 0.0
H -2.20718 1.61775 -0.18406 0.1 0.0 0.0
H -0.87184 2.33089 -1.10934 0.0 0.0 0.0
H -0.69372 2.12888 0.63568 0.0 0.0 0.0
H -0.57093 -1.38733 -1.81766 0.0 0.0 0.0
H -2.11817 -0.51744 -1.66220 0.1 0.0 0.0
C 1.17067 -0.29492 0.92080 0.2 0.7 -0.5
N 1.89627 -1.44427 0.58045 -0.5 0.2 0.0
N -0.59111 -0.51752 0.74729 0.5 -0.1 -0.6
N 1.28581 0.39352 2.00027 0.2 0.1 0.0
H 2.25678 -1.42426 -0.36284 0.1 0.0 0.2
H 2.52096 -1.76176 1.30737 0.0 0.1 -0.2
H -0.72503 -1.51630 0.61710 -0.4 0.2 0.0
H -1.06867 -0.09761 1.54031 0.1 -0.2 -0.1
H 2.21425 0.30950 2.40196 -0.1 -0.1 0.0
```
Forces are in eV/Å.

Calculated values
**Lowest unoccupied orbital energy**: 0.85 eV
**Highest occupied orbital energy**: -0.3016 Ha
**ΔE to the lowest compared entry with this formula, charge and spin**: 60.0 kcal per mole

Here are the natural (NBO) charges for atoms 1 to 2, given in e: C -0.6492; C -0.6368

3.
Computed, not measured: a single C4H11N3O molecule in a non-equilibrium geometry, with ωB97M-V/def2-TZVPD.

```
19
Properties=species:S:1:pos:R:3:forces:R:3
H 1.47017 0.42885 -1.31558 0.0 -0.2 -0.2
N 0.56052 0.30481 -1.77713 -1.1 -0.6 1.5
C -0.21957 -0.36258 -0.98987 0.9 0.4 -0.6
C -1.64306 -0.63738 -1.38258 0.2 0.3 0.0
C 0.30038 -1.04347 0.33428 -0.2 0.6 -1.7
N 1.49117 -1.81608 0.06463 0.3 -0.5 0.0
N 0.73478 -0.00152 1.22599 -1.5 1.4 1.0
O -0.47893 0.85885 1.44917 1.1 -0.7 -0.3
C -0.11848 2.21972 1.23935 0.3 0.0 0.0
H -1.95804 0.04997 -2.17184 0.1 -0.2 0.1
H -1.72669 -1.66500 -1.74454 -0.1 0.0 0.1
H -2.29683 -0.50898 -0.51636 0.0 -0.1 0.0
H -0.49027 -1.67338 0.75272 0.0 0.0 0.0
H 1.38352 -2.30588 -0.82165 0.1 -0.1 0.3
H 2.26172 -1.16536 -0.06427 0.0 -0.1 0.0
H 0.83941 -0.42827 2.14717 0.2 0.1 -0.1
H 0.59716 2.54494 2.00077 0.0 0.0 -0.1
H 0.31151 2.36576 0.24209 0.0 -0.1 0.1
H -1.01847 2.83498 1.32766 0.0 -0.3 0.0
```
Forces are in eV/Å.

Calculated values
**Lowest unoccupied orbital energy**: 0.98 eV
**Highest occupied orbital energy**: -0.3495 Ha
**ΔE to the lowest compared entry with this formula, charge and spin**: 78.3 kcal per mole
**Structure (SMILES)**: [H]/N=C(/C)[C@@H](N)NOC

Here are the natural (NBO) charges for atoms 1 to 2, given in e: H 0.3264; N -0.6346

4.
Computed, not measured: a single C4H11N3O molecule in a non-equilibrium geometry, with ωB97M-V/def2-TZVPD.

```
19
Properties=species:S:1:pos:R:3:forces:R:3
C -0.23308 2.00416 0.04332 0.0 -0.1 -0.1
C -0.31629 0.53567 -0.33296 2.2 -0.5 0.6
N -1.16718 -0.23738 0.52984 0.3 -3.0 0.7
C -2.14407 -1.04308 -0.18335 -0.4 0.0 0.2
O 0.03227 -1.36822 0.78616 -2.6 1.7 -0.2
C 0.92137 -0.48199 0.16903 -0.1 2.8 -1.4
N 1.79692 0.17580 1.07018 -0.3 0.1 0.2
N 1.61693 -1.03111 -0.93728 0.6 -0.3 -0.1
H -1.12656 2.54654 -0.28267 0.0 -0.1 0.0
H 0.62840 2.47102 -0.44542 -0.1 -0.1 0.1
H -0.15157 2.14719 1.12401 0.1 -0.1 -0.1
H -0.50471 0.42523 -1.40885 0.0 -0.2 0.2
H -2.43855 -1.90362 0.42141 0.1 0.2 0.0
H -1.77685 -1.40400 -1.15081 0.0 0.1 0.0
H -3.03854 -0.42678 -0.33703 0.1 0.0 -0.1
H 1.31482 0.53354 1.88752 0.7 -0.2 -0.2
H 2.80793 0.13566 1.05571 -0.6 -0.2 0.0
H 1.17984 -1.88572 -1.26075 0.0 0.1 0.1
H 2.59891 -1.19289 -0.74805 -0.1 -0.1 0.0
```
Forces are in eV/Å.

Calculated values
**Lowest unoccupied orbital energy**: 1.10 eV
**Highest occupied orbital energy**: -0.3249 Ha
**ΔE to the lowest compared entry with this formula, charge and spin**: 86.4 kcal per mole
**Structure (SMILES)**: C[C@@H]1N(C)OC1(N)N

Here are the natural (NBO) charges for atoms 1 to 2, given in e: C -0.6198; C -0.1385

5.
Computed, not measured: a 2-piece molecular cluster, C4H11N3O overall in a non-equilibrium geometry, with ωB97M-V/def2-TZVPD.

```
19
Properties=species:S:1:pos:R:3:forces:R:3
C 0.37854 1.90267 0.91520 0.2 -0.3 0.1
C -0.38792 1.24055 -0.19537 -2.1 0.3 0.0
O -0.17149 1.41495 -1.38729 -0.2 -0.7 1.3
N -1.53728 0.48165 0.26566 0.9 1.8 -0.9
N -2.51835 0.12706 -0.69290 0.5 -0.1 -0.2
H 1.43514 1.64826 0.81619 -0.1 0.1 0.0
H 0.04756 1.57102 1.90160 0.0 0.0 -0.1
H 0.25343 2.98654 0.83526 0.0 -0.2 -0.1
H -1.91516 0.70463 1.18563 0.2 0.1 -0.5
H -2.41900 0.76623 -1.48959 -0.1 0.0 0.4
H -2.23792 -0.78026 -1.07304 -0.2 0.1 0.1
C 1.56528 -1.73442 0.94307 0.0 0.2 0.1
C 0.72258 -1.38496 -0.03316 -2.3 0.0 1.6
N 0.92015 -1.59451 -1.37745 0.1 0.5 -0.9
H 2.55739 -2.12598 0.73704 -0.1 0.0 0.0
H 1.28428 -1.63197 1.98523 0.0 0.0 -0.2
H -0.37077 -0.97566 0.26425 3.1 -1.4 -0.8
H 0.50423 -0.86647 -1.95791 0.2 -0.3 0.2
H 1.88930 -1.74931 -1.64241 -0.2 0.0 0.1
```
Forces are in eV/Å.

Calculated values
**Lowest unoccupied orbital energy**: 0.89 eV
**Highest occupied orbital energy**: -0.3000 Ha
**ΔE to the lowest compared entry with this formula, charge and spin**: 57.9 kcal per mole
**Structure (SMILES)**: CC(=O)NN.C=CN

Here are the natural (NBO) charges for atoms 1 to 2, given in e: C -0.7215; C 0.6959

6.
Computed, not measured: a single C4H11N3O molecule in a non-equilibrium geometry, with ωB97M-V/def2-TZVPD.

```
19
Properties=species:S:1:pos:R:3:forces:R:3
C 2.26638 0.08774 -1.49048 0.3 -0.1 -0.1
C 1.14191 0.81875 -0.80794 -1.4 -0.3 -1.9
O 1.18893 2.01921 -0.57987 -0.3 -1.3 0.6
N -0.04815 0.03492 -0.72850 1.4 1.1 -0.7
C -1.04611 0.47945 0.19791 0.7 0.1 1.6
C -2.28415 -0.40725 0.20680 0.0 0.0 -0.2
N -0.36671 0.52819 1.53239 -1.5 -0.6 0.5
N 0.19686 -0.72741 1.99361 0.0 1.1 -0.5
H 1.90114 -0.68826 -2.16764 0.0 0.0 0.2
H 2.84192 0.79324 -2.09480 0.0 0.0 0.3
H 2.90769 -0.37156 -0.73349 0.1 0.0 -0.1
H -0.02841 -0.94444 -0.97233 0.3 0.2 0.0
H -1.33220 1.50592 -0.05776 0.1 -0.1 0.2
H -2.76096 -0.39513 -0.77928 0.1 0.1 0.1
H -2.04331 -1.45312 0.42611 0.0 0.1 0.1
H -3.01697 -0.05306 0.93954 0.3 0.0 -0.1
H 0.26556 1.33201 1.61134 -0.1 -1.0 0.0
H 0.75250 -1.16697 1.25823 0.0 0.1 0.1
H -0.53591 -1.39224 2.24616 0.1 0.6 0.0
```
Forces are in eV/Å.

Calculated values
**Lowest unoccupied orbital energy**: 0.74 eV
**Highest occupied orbital energy**: -0.3263 Ha
**ΔE to the lowest compared entry with this formula, charge and spin**: 38.6 kcal per mole
**Structure (SMILES)**: CC(=O)N[C@@H](C)NN

Here are the natural (NBO) charges for atoms 1 to 2, given in e: C -0.7162; C 0.6935

Listing DFT total energy for the structures above in their given order: -398.51683, -398.45847, -398.42942, -398.41640, -398.46189, -398.49273 Ha.
Listing orbital gap for the structures above in their given order: 9.45, 9.06, 10.49, 9.94, 9.05, 9.62 eV.